Record 1
61
Properties=species:S:1:pos:R:3 method="wB97M-V/def2-TZVPD" e_above_lowest_kcal_mol=79.3 gap_ev="6.788 / 7.403" charge=0 spin_multiplicity=2 total_energy_ev=-133886.184
Na -0.1823 0.8676 -0.8950
C 3.7303 0.8641 1.5105
C 3.8660 0.6864 0.0164
O 3.4535 -0.6243 -0.3089
C 3.5274 -0.8821 -1.6968
C 3.1656 -2.3271 -1.9396
H 4.0099 1.8707 1.8214
H 4.3720 0.1569 2.0362
H 2.7078 0.6461 1.8343
H 4.9076 0.8499 -0.2954
H 3.2533 1.4068 -0.5435
H 4.5378 -0.6570 -2.0647
H 2.8407 -0.2119 -2.2368
H 3.8725 -2.9928 -1.4457
H 3.1747 -2.5467 -3.0075
H 2.1685 -2.5447 -1.5530
F -0.5519 -0.9318 -0.0177
As -2.8462 1.3464 0.3063
F -1.6911 2.1015 -1.2051
F -0.9903 4.1750 1.2461
F -3.7930 2.7632 -0.0145
F -4.1882 0.6890 1.3009
F -3.3305 0.2311 -0.9643
O 1.4333 3.1076 -1.7700
C 1.0317 3.4570 -0.6961
N 0.9061 2.4015 0.2958
S 0.8865 2.6133 1.7747
O 1.6274 3.6406 2.4151
O 0.2235 1.6075 2.5228
C -0.3788 5.1612 0.5401
C -0.7874 6.4594 0.7554
C -0.1574 7.4717 0.0510
C 0.8548 7.1830 -0.8574
C 1.2324 5.8718 -1.0726
C 0.6248 4.8343 -0.3620
H -1.5858 6.6448 1.4594
H -0.4616 8.4969 0.2087
H 1.3388 7.9778 -1.4069
H 1.9943 5.6208 -1.7965
C -2.3150 -5.2135 -0.7998
N -2.8933 -3.8852 -0.9574
C -3.6420 -3.5444 0.2528
N -2.8651 -3.6600 1.4875
C -2.2878 -4.9962 1.5645
N -1.4919 -5.3568 0.3964
C -0.2613 -4.5942 0.3124
P -0.6558 -2.7106 0.1406
C -1.8588 -2.8872 -1.2417
C -1.8255 -2.6311 1.5603
H -1.7102 -5.4495 -1.6778
H -3.1299 -5.9376 -0.7305
H -4.4867 -4.2332 0.3254
H -4.0235 -2.5265 0.1651
H -3.1027 -5.7191 1.6467
H -1.6651 -5.0676 2.4581
H 0.3222 -4.8949 -0.5587
H 0.3390 -4.7261 1.2132
H -1.3389 -3.1630 -2.1628
H -2.3307 -1.9132 -1.3952
H -2.2936 -1.6432 1.5545
H -1.2800 -2.7330 2.5010

---

Record 2
55
Properties=species:S:1:pos:R:3 method="wB97M-V/def2-TZVPD" gap_ev=7.512 charge=+1 total_energy_ev=-127210.992
O 2.5148 -2.0647 -4.1907
P 0.9449 -1.8001 -4.5891
Br 0.5753 -2.9703 -6.4552
C 0.9665 -0.0018 -5.2290
N 2.3824 0.4356 -5.0150
C 2.5330 1.0177 -3.8919
C 1.1772 1.0536 -3.1278
Cl 1.2865 2.5821 -2.2081
C 0.2882 1.0911 -4.3818
C -1.2144 1.1187 -4.2792
C -2.0189 0.9025 -5.3837
C -3.3798 0.9842 -5.2253
C -3.8657 1.2895 -3.9737
N -3.1376 1.4824 -2.8874
C -1.8336 1.3977 -3.0814
H 2.5107 -2.4899 -3.3200
H 0.7504 0.0829 -6.2962
H 3.1676 0.3356 -5.6537
H 3.4416 1.4547 -3.4891
H 1.2005 0.1427 -2.5178
H 0.5716 2.0311 -4.8813
H -1.5913 0.6763 -6.3571
H -4.0438 0.8469 -6.0682
H -4.9456 1.3790 -3.8652
H -1.1967 1.5638 -2.2127
C 3.7065 -3.6487 0.8311
C 2.3469 -3.7736 1.4853
O 1.9374 -2.5309 2.0801
C 1.4480 -1.6235 1.2481
O 1.3060 -1.7481 0.0524
O 1.1523 -0.5300 1.9521
C 0.6809 0.5532 1.1557
H 4.4371 -3.2560 1.5389
H 4.0482 -4.6194 0.4720
H 3.6739 -2.9609 -0.0148
H 2.3925 -4.4948 2.2986
H 1.5919 -4.1244 0.7819
H -0.1536 0.2479 0.5256
H 1.4958 0.9460 0.5466
H 0.3376 1.3359 1.8270
C -1.6839 -1.0582 5.3968
C -1.1976 0.2024 4.7141
O -2.0295 1.3229 5.0426
C -1.7973 1.8753 6.2357
O -0.9602 1.5275 7.0259
O -2.6643 2.8735 6.4035
C -2.5794 3.5138 7.6794
H -2.7386 -1.2292 5.1763
H -1.1067 -1.9214 5.0638
H -1.5891 -0.9783 6.4793
H -1.2608 0.0798 3.6331
H -0.1557 0.4131 4.9568
H -1.5614 3.8337 7.8918
H -2.9370 2.8431 8.4594
H -3.2237 4.3879 7.6413

---

Record 3
54
Properties=species:S:1:pos:R:3 method="wB97M-V/def2-TZVPD" e_above_lowest_kcal_mol=40.9 gap_ev="4.497 / 5.471" charge=-2 spin_multiplicity=3 total_energy_ev=-155917.564
Mo -2.1547 1.3654 -0.3128
N -1.4951 0.5071 1.7406
C -1.3282 1.1650 3.0326
C -0.5523 2.4634 2.9212
C -1.3938 3.5580 2.2869
N -1.5586 3.3701 0.8419
H -2.2666 -0.1500 1.8152
H -0.6875 -0.0541 1.4536
H -0.8459 0.4853 3.7432
H -2.3324 1.3871 3.3994
H 0.3692 2.3077 2.3448
H -0.2512 2.7807 3.9255
H -0.9659 4.5429 2.4953
H -2.3986 3.5263 2.7122
H -0.7440 3.6643 0.3133
H -2.3733 3.8797 0.5125
O -3.0997 -2.4548 -1.2055
C -2.1975 -1.8374 -0.6806
O -2.3221 -0.4915 -0.5065
C -0.9540 -2.4408 -0.1820
C -0.8140 -3.8295 -0.3505
C 0.3358 -4.4702 0.0181
C 1.4186 -3.7046 0.5838
C 2.6347 -4.2517 0.9920
C 3.6555 -3.4676 1.5350
C 3.4447 -2.0931 1.6657
C 2.2509 -1.5161 1.2646
C 1.1939 -2.2915 0.7151
N 0.0502 -1.6791 0.3488
H -1.6462 -4.3656 -0.7884
H 0.4511 -5.5412 -0.1109
H 2.7777 -5.3239 0.8785
H 4.5937 -3.9138 1.8450
H 4.2255 -1.4640 2.0798
H 2.0885 -0.4453 1.3473
O -2.4867 1.3135 -2.3537
N -2.6516 2.5546 -2.5786
O -2.5977 3.1073 -1.4544
Se -4.2122 1.8944 1.0497
C 0.0029 -0.7557 -2.9538
Ge 0.6826 0.8945 -2.1877
C 2.5659 0.5499 -1.7756
C 0.7119 2.1845 -3.6668
C -0.2090 1.5869 -0.6287
H 0.5735 -0.9708 -3.8643
H -1.0544 -0.6578 -3.2040
H 0.1217 -1.5854 -2.2522
H 3.1088 0.2978 -2.6949
H 2.6548 -0.2842 -1.0708
H 3.0281 1.4353 -1.3255
H 1.3195 1.7967 -4.4937
H 1.1319 3.1361 -3.3288
H -0.3060 2.3639 -4.0223
H 0.5075 1.9215 0.1315

---

Record 4
46
Properties=species:S:1:pos:R:3 method="wB97M-V/def2-TZVPD" e_above_lowest_kcal_mol=2.6 gap_ev=8.552 charge=0 smiles="Cc1ccc(C)c(NC(=O)NC2CCCCCCC2)c1" total_energy_ev=-23080.043
C -3.3845 -2.0971 -4.0564
C -3.3779 -1.1453 -2.8988
C -2.2132 -0.9170 -2.1835
C -2.1941 -0.0495 -1.0975
C -3.3686 0.6111 -0.7097
C -4.5261 0.3712 -1.4332
C -4.5406 -0.4927 -2.5123
H -5.4588 -0.6582 -3.0567
H -5.4377 0.8754 -1.1443
C -3.3921 1.5616 0.4555
H -3.1386 1.0524 1.3875
H -2.6932 2.3864 0.3065
H -4.3870 1.9844 0.5690
N -1.0285 0.1755 -0.3580
C 0.2543 -0.2581 -0.6102
O 0.5932 -0.9272 -1.5623
N 1.1402 0.1807 0.3353
H 0.7925 0.5919 1.1853
C 2.5125 -0.2745 0.3489
C 2.7507 -1.3481 1.4267
H 2.3399 -2.2858 1.0431
H 3.8270 -1.4945 1.5208
C 2.1207 -1.1433 2.8090
H 2.4670 -1.9741 3.4297
C 2.4291 0.1668 3.5427
C 3.8906 0.6153 3.4275
H 4.4781 -0.1685 2.9535
H 4.3135 0.7619 4.4236
C 4.0694 1.9226 2.6522
H 3.7593 2.7560 3.2889
C 3.2999 2.0423 1.3339
C 3.5065 0.9051 0.3282
H 4.5158 0.5046 0.4307
H 3.4321 1.3385 -0.6717
H 2.2348 2.1721 1.5266
H 3.6348 2.9706 0.8639
H 5.1350 2.0523 2.4478
H 1.7802 0.9628 3.1772
H 2.1678 0.0205 4.5933
H 1.0355 -1.2474 2.7243
H 2.6400 -0.7815 -0.6161
H -1.1507 0.7856 0.4354
H -1.2989 -1.4097 -2.4685
H -3.9608 -1.6911 -4.8856
H -2.3719 -2.3006 -4.3939
H -3.8436 -3.0411 -3.7614

---

Record 5
47
Properties=species:S:1:pos:R:3 method="wB97M-V/def2-TZVPD" e_above_lowest_kcal_mol=13.2 gap_ev=9.157 charge=0 smiles="COc1cccc(CN2CCN(C(=O)CC(C)C)CC2)c1" total_energy_ev=-25126.345
C -4.3477 -2.3195 -1.7137
H -3.3183 -2.2713 -2.0847
O -4.3995 -2.2149 -0.3129
C -3.9425 -1.0727 0.2752
C -3.4022 0.0097 -0.4069
C -2.9657 1.1353 0.2844
C -3.0793 1.1736 1.6663
C -3.6149 0.0936 2.3500
C -4.0409 -1.0250 1.6664
H -4.4602 -1.8745 2.1813
H -3.7004 0.1271 3.4258
H -2.7574 2.0498 2.2089
C -2.3149 2.2722 -0.4670
N -0.8663 2.1659 -0.5894
C -0.4233 0.9997 -1.3259
C 1.0761 1.1337 -1.6156
N 1.8018 1.2571 -0.3757
C 2.6458 0.3595 0.1958
O 3.0974 0.5569 1.3081
C 2.9922 -0.8519 -0.6589
H 2.0668 -1.3963 -0.8662
C 4.0012 -1.8254 -0.0303
C 5.3466 -1.1490 0.2177
H 6.0637 -1.8693 0.6045
H 5.2303 -0.3498 0.9431
H 5.7432 -0.7305 -0.7057
C 3.4552 -2.4408 1.2554
H 3.3026 -1.6658 2.0001
H 4.1580 -3.1705 1.6508
H 2.5068 -2.9425 1.0704
H 4.1515 -2.6324 -0.7608
H 3.3987 -0.4921 -1.6079
C 1.3404 2.3939 0.3945
C -0.1564 2.2594 0.6731
H -0.5063 3.1457 1.2059
H -0.3241 1.3739 1.3097
H 1.9048 2.4214 1.3271
H 1.5254 3.3080 -0.1789
H 1.4207 0.2824 -2.1977
H 1.2372 2.0486 -2.1984
H -0.9700 0.9533 -2.2707
H -0.5997 0.0624 -0.7678
H -2.7177 2.3283 -1.4828
H -2.5233 3.2195 0.0374
H -3.3212 -0.0011 -1.4834
H -4.7687 -3.2951 -1.9521
H -4.9456 -1.5407 -2.1986

---

Record 6
48
Properties=species:S:1:pos:R:3 method="wB97M-V/def2-TZVPD" e_above_lowest_kcal_mol=50.1 gap_ev=9.204 charge=0 smiles="CCOC(=O)C1(CCOC)CCN(Cc2ccncc2)CC1" total_energy_ev=-27173.632
C 3.6401 2.8673 1.7359
C 2.1510 2.6088 1.8983
H 1.5866 3.5249 1.6932
H 1.9185 2.2441 2.9020
O 1.6940 1.5845 1.0147
C 1.3533 1.9595 -0.2169
O 1.4060 3.0964 -0.6101
C 0.8223 0.8134 -1.0786
C -0.5213 1.2792 -1.6708
C -1.6079 1.3292 -0.5916
N -1.8123 0.0652 0.0834
C -0.5731 -0.3905 0.6819
C 0.6085 -0.4870 -0.2963
H 1.5011 -0.7362 0.2753
H 0.4249 -1.2929 -1.0120
H -0.7494 -1.3678 1.1384
H -0.3201 0.3138 1.4784
C -2.4831 -0.9458 -0.7127
C -3.0510 -2.0229 0.1712
C -3.0159 -3.3626 -0.1941
C -3.5740 -4.3017 0.6594
N -4.1387 -3.9940 1.8133
C -4.1701 -2.7181 2.1629
C -3.6473 -1.6992 1.3855
H -3.6842 -0.6702 1.7051
H -4.6411 -2.5086 3.1147
H -3.5660 -5.3550 0.4094
H -2.5630 -3.6705 -1.1254
H -3.3158 -0.4588 -1.2327
H -1.8394 -1.4074 -1.4793
H -2.5562 1.6501 -1.0308
H -1.3241 2.0624 0.1702
H -0.3944 2.2709 -2.1061
H -0.8247 0.5920 -2.4637
C 1.8119 0.6283 -2.2479
C 3.1934 0.1156 -1.8601
O 3.8697 1.0848 -1.0956
C 5.1734 0.6923 -0.7596
H 5.6255 1.5197 -0.2173
H 5.7670 0.4798 -1.6584
H 5.1689 -0.2042 -0.1254
H 3.7654 -0.0910 -2.7807
H 3.1225 -0.8279 -1.2970
H 1.9358 1.5963 -2.7369
H 1.3821 -0.0727 -2.9671
H 3.9498 3.6600 2.4115
H 3.8426 3.1672 0.7113
H 4.2041 1.9653 1.9584

---

Record 7
50
Properties=species:S:1:pos:R:3 method="wB97M-V/def2-TZVPD" e_above_lowest_kcal_mol=9.7 gap_ev=9.763 charge=0 smiles="CC(C)CNS(=O)(=O)c1ccc(CCC(=O)N2CCOCC2)cc1" total_energy_ev=-40056.465
C 0.2287 5.9856 -2.4990
H -0.6965 6.2631 -1.9969
H 0.3509 6.6233 -3.3708
H 1.0585 6.1687 -1.8210
C 0.1896 4.5172 -2.9144
C -0.9741 4.2545 -3.8686
H -1.9276 4.3569 -3.3513
H -0.9511 4.9683 -4.6886
H -0.9030 3.2564 -4.2960
H 1.1234 4.2614 -3.4247
C 0.0987 3.6342 -1.6617
N 0.0362 2.2117 -1.9355
S 1.3929 1.5432 -2.6824
O 2.5326 2.3505 -2.3639
O 1.0885 1.2809 -4.0641
C 1.4909 -0.0064 -1.8048
C 2.0848 -0.0333 -0.5584
C 2.1382 -1.2250 0.1429
C 1.5950 -2.3855 -0.3996
C 0.9996 -2.3347 -1.6563
C 0.9467 -1.1457 -2.3627
H 0.5061 -1.0857 -3.3454
H 0.5825 -3.2338 -2.0875
C 1.6121 -3.6739 0.3739
H 2.4770 -3.6980 1.0372
H 1.6684 -4.5164 -0.3170
C 0.3422 -3.8092 1.2270
C 0.4578 -3.0044 2.5156
O 1.5047 -2.5016 2.8760
N -0.6601 -2.9130 3.2752
C -1.9892 -3.3892 2.9683
H -2.0011 -4.0011 2.0701
C -2.9232 -2.1804 2.8049
O -2.9245 -1.3828 3.9633
C -1.6263 -0.9171 4.2669
H -1.7208 -0.3301 5.1810
C -0.6529 -2.0818 4.4656
H 0.3626 -1.7176 4.6210
H -0.9672 -2.6850 5.3240
H -1.2601 -0.2723 3.4536
H -3.9543 -2.5053 2.6560
H -2.5973 -1.5855 1.9366
H -2.3412 -3.9947 3.8126
H 0.1891 -4.8568 1.4984
H -0.5168 -3.4682 0.6469
H 2.5903 -1.2649 1.1218
H 2.5086 0.8765 -0.1651
H -0.7777 1.9664 -2.4805
H 0.9919 3.7820 -1.0523
H -0.7836 3.8985 -1.0704

---

Record 8
49
Properties=species:S:1:pos:R:3 method="wB97M-V/def2-TZVPD" e_above_lowest_kcal_mol=40.4 gap_ev=8.171 charge=0 smiles="CCCc1ccc2nccnc2c1.CN(C)C=O.CN(C)C=O" total_energy_ev=-28104.153
C -4.6172 -0.1432 1.1380
C -3.6719 0.1083 2.3981
C -2.5699 -1.0577 2.4934
C -1.8293 -1.0463 1.0911
C -2.0837 -2.1074 0.0474
C -1.3676 -1.9555 -1.2229
C -0.4282 -0.8047 -1.4860
N 0.1595 -0.7589 -2.7454
C 0.9540 0.3327 -2.9075
C 1.1793 1.3438 -1.8338
N 0.6303 1.3424 -0.5850
C -0.1862 0.2207 -0.4544
C -0.9213 0.0675 0.8597
H -5.4983 0.5680 1.1858
H -4.9497 -1.2184 1.0730
H -4.0968 0.1117 0.1655
H -4.2509 0.2298 3.3544
H -3.1365 1.0837 2.1785
H -3.1571 -2.0168 2.6322
H -1.8447 -0.8969 3.3321
H -2.8036 -2.9362 0.2515
H -1.5692 -2.7120 -2.0192
H 1.4497 0.4652 -3.9041
H 1.8570 2.2095 -2.0850
H -0.7727 0.8368 1.6544
C 1.1249 6.5380 0.9027
O 0.1420 6.4625 1.6139
N 1.6228 5.5283 0.1465
C 2.8017 5.6946 -0.6778
C 0.9522 4.2394 0.1644
H 1.7074 7.4711 0.8169
H 2.5399 5.4997 -1.7211
H 3.5672 4.9840 -0.3559
H 3.1961 6.7070 -0.5923
H -0.0792 4.3673 -0.1709
H 0.9423 3.8547 1.1856
H 1.4625 3.5365 -0.4849
C 2.4635 -4.3898 0.9365
O 2.8856 -3.3123 1.3072
N 2.0088 -4.6650 -0.3116
C 1.5196 -5.9775 -0.6804
C 2.0131 -3.6095 -1.3080
H 2.4173 -5.2585 1.6151
H 2.1265 -6.3688 -1.5007
H 0.4795 -5.8940 -1.0052
H 1.5757 -6.6644 0.1640
H 3.0359 -3.2518 -1.4460
H 1.3980 -2.7811 -0.9535
H 1.6219 -3.9767 -2.2562

---

Repeat the seventh record exactly.
50
Properties=species:S:1:pos:R:3 method="wB97M-V/def2-TZVPD" e_above_lowest_kcal_mol=9.7 gap_ev=9.763 charge=0 smiles="CC(C)CNS(=O)(=O)c1ccc(CCC(=O)N2CCOCC2)cc1" total_energy_ev=-40056.465
C 0.2287 5.9856 -2.4990
H -0.6965 6.2631 -1.9969
H 0.3509 6.6233 -3.3708
H 1.0585 6.1687 -1.8210
C 0.1896 4.5172 -2.9144
C -0.9741 4.2545 -3.8686
H -1.9276 4.3569 -3.3513
H -0.9511 4.9683 -4.6886
H -0.9030 3.2564 -4.2960
H 1.1234 4.2614 -3.4247
C 0.0987 3.6342 -1.6617
N 0.0362 2.2117 -1.9355
S 1.3929 1.5432 -2.6824
O 2.5326 2.3505 -2.3639
O 1.0885 1.2809 -4.0641
C 1.4909 -0.0064 -1.8048
C 2.0848 -0.0333 -0.5584
C 2.1382 -1.2250 0.1429
C 1.5950 -2.3855 -0.3996
C 0.9996 -2.3347 -1.6563
C 0.9467 -1.1457 -2.3627
H 0.5061 -1.0857 -3.3454
H 0.5825 -3.2338 -2.0875
C 1.6121 -3.6739 0.3739
H 2.4770 -3.6980 1.0372
H 1.6684 -4.5164 -0.3170
C 0.3422 -3.8092 1.2270
C 0.4578 -3.0044 2.5156
O 1.5047 -2.5016 2.8760
N -0.6601 -2.9130 3.2752
C -1.9892 -3.3892 2.9683
H -2.0011 -4.0011 2.0701
C -2.9232 -2.1804 2.8049
O -2.9245 -1.3828 3.9633
C -1.6263 -0.9171 4.2669
H -1.7208 -0.3301 5.1810
C -0.6529 -2.0818 4.4656
H 0.3626 -1.7176 4.6210
H -0.9672 -2.6850 5.3240
H -1.2601 -0.2723 3.4536
H -3.9543 -2.5053 2.6560
H -2.5973 -1.5855 1.9366
H -2.3412 -3.9947 3.8126
H 0.1891 -4.8568 1.4984
H -0.5168 -3.4682 0.6469
H 2.5903 -1.2649 1.1218
H 2.5086 0.8765 -0.1651
H -0.7777 1.9664 -2.4805
H 0.9919 3.7820 -1.0523
H -0.7836 3.8985 -1.0704